Arrangement P

DFT (wB97M-V/def2-TZVPD) results for 2 unconnected molecules or ions with the total composition C3H10NS.

Geometry as ORCA input:
```
! RIJCOSX wB97M-V def2-TZVPD def2/J DEFGRID3
* xyz 0 2
C 0.86 0.30 -1.23
N 1.77 -0.72 -0.89
H 0.00 -0.05 -1.79
H 1.32 1.14 -1.75
H 2.40 -0.47 -0.13
H 1.38 -1.63 -0.69
C -1.51 -0.74 0.53
C -0.74 0.35 1.19
S -0.38 1.97 0.09
H -0.90 -1.21 -0.24
H -2.38 -0.38 -0.02
H -1.82 -1.55 1.20
H -1.20 0.86 2.03
H 0.28 0.07 1.42
H 0.93 2.06 0.29
*
```

Its orbital gap (alpha / beta) is 6.8 / 9.5 eV.

And the Löwdin charges, in e, turn out to be:
1 C -0.35
2 N -0.03
3 H 0.04
4 H 0.03
5 H 0.06
6 H 0.06
7 C -0.17
8 C -0.45
9 S 0.67
10 H 0.04
11 H 0.08
12 H 0.08
13 H 0.04
14 H 0.05
15 H -0.15

---

Arrangement Q

DFT (wB97M-V/def2-TZVPD) results for 2 unconnected molecules or ions with the total composition C3H10NS.

Geometry as ORCA input:
```
! RIJCOSX wB97M-V def2-TZVPD def2/J DEFGRID3
* xyz 0 2
C 1.38 0.39 1.84
N 1.08 1.66 1.27
H 2.03 0.66 2.68
H 1.73 -0.39 1.12
H 0.37 -0.04 2.29
H 0.32 1.75 0.64
H 1.87 1.87 0.65
C -1.68 -1.14 -1.75
C -0.68 -0.44 -0.78
S 0.75 0.32 -1.75
H -1.04 -1.66 -2.44
H -2.21 -0.38 -2.31
H -2.23 -1.90 -1.22
H -0.44 -1.14 0.02
H -1.26 0.44 -0.28
*
```

Its orbital gap (alpha / beta) is 10.3 / 7.0 eV.

And the Löwdin charges, in e, turn out to be:
1 C -0.24
2 N -0.09
3 H 0.07
4 H 0.06
5 H 0.10
6 H -0.01
7 H 0.06
8 C -0.18
9 C -0.65
10 S 0.57
11 H 0.04
12 H 0.06
13 H 0.07
14 H 0.04
15 H 0.09

---

Quick look at relative energies in kJ/mol: arrangement P 84.0; arrangement Q 0.0.

---

Arrangement P

DFT (wB97M-V/def2-TZVPD) results for 2 unconnected molecules or ions with the total composition C4H11N6O.

Geometry as ORCA input:
```
! RIJCOSX wB97M-V def2-TZVPD def2/J DEFGRID3
* xyz 1 1
C 1.66 1.48 -1.33
C 0.69 -0.31 -0.33
C -0.37 0.55 -0.74
C 0.60 -1.59 0.16
N 1.89 0.31 -0.65
N 0.16 1.61 -1.43
N -1.69 1.58 1.90
N -0.55 -2.27 0.42
N 1.76 -2.28 0.17
N -1.66 0.25 -0.64
O 2.45 2.35 -1.66
H 2.87 0.06 -0.88
H -0.33 2.41 -1.92
H -2.18 2.38 1.46
H -2.48 1.22 2.52
H -0.46 -3.24 0.48
H -1.27 -1.82 0.89
H 1.81 -3.29 0.37
H 2.47 -2.09 -0.55
H -0.96 2.00 2.53
H -2.43 0.98 -0.89
H -1.98 -0.31 0.11
*
```

Its orbital gap is 8.5 eV.

And the Löwdin charges, in e, turn out to be:
1 C -0.43
2 C -0.16
3 C -0.27
4 C -0.31
5 N 0.15
6 N 0.21
7 N -0.02
8 N 0.21
9 N 0.16
10 N 0.17
11 O 0.10
12 H 0.19
13 H 0.20
14 H 0.02
15 H 0.05
16 H 0.10
17 H 0.07
18 H 0.14
19 H 0.13
20 H 0.06
21 H 0.18
22 H 0.06

---

Arrangement Q

DFT (wB97M-V/def2-TZVPD) results for a molecular structure, C4H11N6O.

Geometry as ORCA input:
```
! RIJCOSX wB97M-V def2-TZVPD def2/J DEFGRID3
* xyz 1 1
C 1.83 0.53 0.14
C -2.92 0.02 0.00
C 2.82 -1.68 0.06
C -0.52 0.03 -0.16
N 1.89 -0.80 -0.05
N 0.55 0.87 0.01
N 2.77 1.50 0.29
N -4.07 0.71 0.19
N -1.75 0.68 -0.08
N -0.61 -1.40 -0.07
O -3.00 -1.25 0.32
H 2.52 -2.69 -0.22
H 3.99 -1.63 0.08
H 0.34 1.81 0.23
H 3.71 1.09 0.37
H 2.61 2.10 1.20
H -4.43 1.40 -0.41
H -4.74 0.06 0.55
H -1.77 1.73 -0.11
H -0.12 -1.85 0.76
H -0.02 -1.79 -0.88
H -1.83 -1.61 0.06
*
```

Its orbital gap (alpha / beta) is 6.6 / 7.4 eV.

And the Löwdin charges, in e, turn out to be:
1 C -0.45
2 C -0.45
3 C -0.04
4 C -0.27
5 N -0.02
6 N 0.14
7 N 0.13
8 N 0.20
9 N 0.15
10 N 0.14
11 O 0.04
12 H 0.05
13 H 0.10
14 H 0.15
15 H 0.11
16 H 0.16
17 H 0.11
18 H 0.13
19 H 0.19
20 H 0.17
21 H 0.18
22 H 0.09

---

Quick look at relative energies in kJ/mol: arrangement P 0.0; arrangement Q 360.9.

---

Arrangement P

DFT (wB97M-V/def2-TZVPD) results for CH2INO in the gas phase.

Geometry as ORCA input:
```
! RIJCOSX wB97M-V def2-TZVPD def2/J DEFGRID3
* xyz 0 1
O 0.61 1.76 0.09
C 0.68 0.54 0.07
N -0.34 -0.37 -0.08
I -2.49 -0.57 -0.16
H 1.65 0.07 0.37
H -0.11 -1.42 -0.29
*
```

Its orbital gap is 8.3 eV. Its SMILES is O=CNI.

And the Löwdin charges, in e, turn out to be:
1 O -0.01
2 C -0.47
3 N -0.42
4 I 0.71
5 H 0.14
6 H 0.06

---

Arrangement Q

DFT (wB97M-V/def2-TZVPD) results for CH2INO in the gas phase.

Geometry as ORCA input:
```
! RIJCOSX wB97M-V def2-TZVPD def2/J DEFGRID3
* xyz 0 1
O -0.38 2.48 0.26
N 0.25 1.75 -0.46
C 0.34 0.42 -0.03
I 2.55 -0.03 0.01
H -0.15 -0.25 -0.91
H -0.24 0.35 0.85
*
```

Its orbital gap (alpha / beta) is 8.5 / 8.5 eV. Its SMILES is O=NCI.

And the Löwdin charges, in e, turn out to be:
1 O 0.00
2 N -0.22
3 C -0.61
4 I 0.67
5 H 0.12
6 H 0.03

---

Quick look at relative energies in kJ/mol: arrangement P 0.0; arrangement Q 172.4.

---

Arrangement P

DFT (wB97M-V/def2-TZVPD) results for a molecular structure, C5H4O.

Geometry as ORCA input:
```
! RIJCOSX wB97M-V def2-TZVPD def2/J DEFGRID3
* xyz 0 1
O -0.31 -1.68 0.00
C -0.19 -0.32 0.13
C -1.20 0.37 1.04
C -1.45 0.70 -0.21
C 1.19 0.15 0.10
C 2.32 0.55 0.10
H -1.02 -1.94 0.61
H -0.54 0.21 -1.02
H -2.17 1.03 -0.96
H 3.33 0.91 0.11
*
```

Its orbital gap is 10.4 eV.

And the Löwdin charges, in e, turn out to be:
1 O 0.05
2 C -0.58
3 C 0.04
4 C -0.05
5 C -0.05
6 C 0.15
7 H 0.12
8 H 0.17
9 H 0.11
10 H 0.04

---

Arrangement Q

DFT (wB97M-V/def2-TZVPD) results for C5H4O in the gas phase.

Geometry as ORCA input:
```
! RIJCOSX wB97M-V def2-TZVPD def2/J DEFGRID3
* xyz 0 1
C -1.08 -0.43 1.08
C 0.13 -0.83 0.39
C -1.71 0.72 1.01
C 0.78 -0.13 -0.54
C 1.14 0.72 -1.51
O 2.00 -0.35 -1.32
H -1.43 -1.16 1.81
H 0.60 -1.75 0.73
H -1.69 1.58 0.38
H 1.26 1.63 -2.03
*
```

Its orbital gap (alpha / beta) is 8.3 / 7.5 eV.

And the Löwdin charges, in e, turn out to be:
1 C -0.24
2 C -0.07
3 C 0.13
4 C -0.21
5 C 0.01
6 O 0.05
7 H 0.09
8 H 0.11
9 H 0.02
10 H 0.10

---

Quick look at relative energies in kJ/mol: arrangement P 13.3; arrangement Q 0.0.

---

Arrangement P

DFT (wB97M-V/def2-TZVPD) results for 2 unconnected molecules or ions with the total composition C2H8N3O.

Geometry as ORCA input:
```
! RIJCOSX wB97M-V def2-TZVPD def2/J DEFGRID3
* xyz -1 1
N 1.18 2.58 1.42
C 0.23 1.77 0.62
O 0.31 0.44 0.87
H 2.09 2.15 1.31
H 0.95 2.40 2.40
H -0.77 2.17 0.85
H 0.45 2.03 -0.43
N 0.17 -1.30 -0.97
C -0.81 -2.19 -1.15
N -1.93 -2.21 -0.49
H 0.98 -1.44 -1.54
H 0.22 -0.49 -0.08
H -0.60 -2.91 -1.96
H -2.48 -2.99 -0.86
*
```

Its orbital gap is 8.0 eV.

And the Löwdin charges, in e, turn out to be:
1 N -0.04
2 C -0.54
3 O -0.29
4 H 0.03
5 H 0.03
6 H 0.08
7 H 0.08
8 N 0.02
9 C -0.49
10 N -0.01
11 H 0.04
12 H 0.03
13 H 0.08
14 H -0.02

---

Arrangement Q

DFT (wB97M-V/def2-TZVPD) results for 2 unconnected molecules or ions with the total composition C2H8N3O.

Geometry as ORCA input:
```
! RIJCOSX wB97M-V def2-TZVPD def2/J DEFGRID3
* xyz -1 1
C -0.47 -2.09 0.60
C -0.47 -0.72 -0.04
N 0.45 2.46 -0.33
N 0.21 1.61 -1.32
N 0.83 -0.11 -0.30
O 1.31 0.41 0.76
H 0.02 -2.19 1.49
H -1.47 -2.47 0.90
H 0.06 -2.78 0.05
H -1.08 -0.59 -0.96
H -1.05 0.07 0.62
H -0.38 2.73 0.05
H 1.04 2.13 0.45
H 1.01 1.54 -1.97
*
```

Its orbital gap (alpha / beta) is 6.2 / 6.2 eV.

And the Löwdin charges, in e, turn out to be:
1 C -0.13
2 C -0.36
3 N -0.17
4 N -0.14
5 N -0.25
6 O -0.31
7 H 0.02
8 H 0.07
9 H 0.03
10 H 0.08
11 H 0.11
12 H 0.00
13 H 0.03
14 H 0.01

---

Quick look at relative energies in kJ/mol: arrangement P 0.0; arrangement Q 432.2.

---

Arrangement P

DFT (wB97M-V/def2-TZVPD) results for C3H6Cl2OSi in the gas phase.

Geometry as ORCA input:
```
! RIJCOSX wB97M-V def2-TZVPD def2/J DEFGRID3
* xyz 0 1
C 1.26 0.18 -1.23
C -0.06 -0.32 -1.30
C -1.10 0.65 1.54
O 2.10 -0.38 1.19
Si -1.29 -0.36 -0.09
Cl 2.40 -0.98 -0.18
Cl -2.98 -1.39 -0.44
H 1.62 0.20 -2.27
H 1.38 1.21 -0.80
H -0.24 -1.14 -2.09
H -1.37 1.65 1.45
H -1.66 0.20 2.36
H -0.07 0.50 1.85
*
```

Its orbital gap is 8.4 eV.

And the Löwdin charges, in e, turn out to be:
1 C -0.45
2 C -0.43
3 C -0.19
4 O -0.75
5 Si 0.34
6 Cl 0.86
7 Cl 0.34
8 H 0.08
9 H 0.10
10 H 0.07
11 H 0.00
12 H 0.03
13 H 0.01

---

Arrangement Q

DFT (wB97M-V/def2-TZVPD) results for 2 unconnected molecules or ions with the total composition C3H6Cl2OSi.

Geometry as ORCA input:
```
! RIJCOSX wB97M-V def2-TZVPD def2/J DEFGRID3
* xyz 0 1
C 1.90 1.53 0.29
C 0.97 0.72 -0.20
C -1.51 -1.27 0.21
O 0.97 -1.22 1.99
Si 0.19 -0.68 0.77
Cl 0.81 -2.96 3.06
Cl 0.93 -2.40 -2.33
H 2.34 2.32 -0.30
H 2.27 1.43 1.30
H 0.64 0.83 -1.22
H -1.66 -1.08 -0.85
H -1.60 -2.35 0.36
H -2.31 -0.79 0.76
*
```

Its orbital gap (alpha / beta) is 3.2 / 3.1 eV.

And the Löwdin charges, in e, turn out to be:
1 C -0.02
2 C -0.22
3 C -0.18
4 O -0.49
5 Si 0.66
6 Cl 0.55
7 Cl -0.59
8 H 0.07
9 H 0.06
10 H 0.06
11 H 0.03
12 H 0.04
13 H 0.03

---

Quick look at relative energies in kJ/mol: arrangement P 0.0; arrangement Q 27.8.